Computed, not measured: a 14-piece molecular cluster, C21H40BCl26F4INO4 overall, with ωB97M-V with the def2-TZVPD basis set.

Output
Charge = -1
Lowest unoccupied orbital energy = 1.58 eV
Max |F| = 0.99 eV/Å

Geometry as XYZ:
```
98
C21H40BCl26F4INO4 | the Open Molecules 2025 dataset | ωB97M-V with the def2-TZVPD basis set
C 7.615 -1.750 0.461
C 6.177 -2.075 0.097
C 5.338 -0.882 -0.288
I 5.238 0.515 1.363
C 3.948 -1.290 -0.887
O 3.645 -2.621 -0.676
B 2.284 -2.688 -0.004
C 2.458 -2.715 1.657
O 2.343 -4.021 2.228
O 3.039 -4.066 3.478
C 1.523 -4.013 -0.566
F 0.309 -4.230 0.087
F 2.261 -5.140 -0.333
C 1.114 -4.003 -2.058
F 1.463 -5.172 -2.695
F 1.699 -3.014 -2.771
O 1.669 -1.418 -0.420
C 2.721 -0.500 -0.437
N 2.415 0.554 -1.410
H 7.668 -1.111 1.338
H 8.138 -1.263 -0.360
H 8.140 -2.668 0.715
H 5.709 -2.603 0.924
H 6.185 -2.731 -0.771
H 5.884 -0.345 -1.057
H 4.043 -1.058 -1.960
H 1.713 -2.073 2.134
H 3.439 -2.322 1.929
H 3.913 -4.337 3.159
H 0.030 -3.917 -2.137
H 2.794 -0.076 0.561
H 1.680 1.133 -1.004
H 3.226 1.155 -1.540
C 0.292 2.400 2.040
Cl 0.607 3.351 0.576
Cl 1.623 1.298 2.341
H 0.167 3.070 2.883
H -0.617 1.850 1.850
C 6.674 3.662 3.143
Cl 6.167 5.278 2.626
Cl 5.409 2.803 4.021
H 6.916 3.080 2.261
H 7.532 3.769 3.796
C -2.674 4.240 0.850
Cl -3.070 2.557 1.234
Cl -3.890 5.002 -0.187
H -2.629 4.794 1.777
H -1.721 4.256 0.335
C -3.450 -4.041 0.846
Cl -3.409 -5.206 -0.481
Cl -4.331 -2.561 0.419
H -3.956 -4.503 1.684
H -2.431 -3.770 1.102
C -7.942 -1.443 1.846
Cl -6.991 -0.040 1.372
Cl -9.118 -1.071 3.119
H -8.484 -1.799 0.977
H -7.266 -2.203 2.219
C -1.196 8.238 1.352
Cl -0.742 6.741 2.192
Cl -2.948 8.456 1.290
H -0.762 9.068 1.892
H -0.814 8.180 0.341
C -5.705 0.012 -2.198
Cl -7.059 -1.095 -1.929
Cl -4.922 -0.275 -3.752
H -6.082 1.026 -2.177
H -4.971 -0.140 -1.415
C 1.369 -7.034 -5.219
Cl 1.549 -8.790 -5.059
Cl -0.074 -6.599 -6.150
H 1.288 -6.599 -4.234
H 2.236 -6.651 -5.741
C -0.916 0.118 -3.242
Cl -0.403 1.285 -2.019
Cl -1.665 0.904 -4.640
H -0.036 -0.415 -3.581
H -1.635 -0.563 -2.803
C -10.590 1.726 5.386
Cl -10.714 3.427 4.923
Cl -12.102 1.100 6.057
H -10.341 1.149 4.505
H -9.818 1.633 6.140
C 2.924 2.122 -4.026
Cl 4.552 1.512 -3.713
Cl 2.813 3.871 -3.761
H 2.680 1.919 -5.061
H 2.228 1.625 -3.358
C 2.586 7.853 3.363
Cl 3.457 8.521 4.745
Cl 2.050 9.114 2.238
H 3.247 7.183 2.827
H 1.708 7.332 3.723
C -4.677 -3.968 -3.528
Cl -6.046 -5.041 -3.201
Cl -3.891 -4.327 -5.072
H -5.042 -2.951 -3.566
H -3.951 -4.097 -2.735
```

Here are the Mulliken charges for atoms 1 to 2, given in e: atom 1 (C): -1.35, atom 2 (C): -0.08

Computed, not measured: one molecule with the formula C4H10Si, with ωB97M-V with the def2-TZVPD basis set.

Output
Lowest unoccupied orbital energy = 0.65 eV
Max |F| = 6.66 eV/Å
Relative energy (zero: lowest compared OMol25 entry of this formula, charge and spin) = 26.4 kcal per mole
Structure (SMILES) = C=C([SiH3])CC

Geometry as XYZ:
```
15
C4H10Si | the Open Molecules 2025 dataset | ωB97M-V with the def2-TZVPD basis set
C -1.778 -0.781 0.757
C -0.556 -0.001 0.507
Si -0.189 1.778 0.682
C 0.688 -0.746 0.109
C 0.924 -0.768 -1.454
H -2.726 -0.289 0.818
H -1.835 -1.903 0.893
H 1.175 1.837 0.139
H -0.244 2.059 2.047
H -0.705 2.921 -0.228
H 0.642 -1.763 0.571
H 1.518 -0.255 0.566
H 0.399 -1.561 -2.055
H 2.121 -0.803 -1.624
H 0.566 0.275 -1.728
```

Here are the natural (NBO) charges for atoms 1 to 2, given in e: atom 1 (C): -0.34, atom 2 (C): -0.44

Computed, not measured: C36H82F12N8O18PtS4 as an isolated structure, with ωB97M-V with the def2-TZVPD basis set.

Output
Lowest unoccupied orbital energy (alpha / beta) = -0.08 / -2.15 eV
Max |F| = 7.69 eV/Å
Multiplicity = 3

Geometry as XYZ:
```
161
C36H82F12N8O18PtS4 | the Open Molecules 2025 dataset | ωB97M-V with the def2-TZVPD basis set
Pt 1.931 -2.317 -0.074
C 1.343 -3.825 -3.800
F 1.270 -4.581 -4.909
F 1.265 -2.533 -4.068
F 0.177 -4.185 -3.246
S 2.807 -4.315 -2.717
O 3.188 -5.675 -3.149
O 3.879 -3.268 -2.988
N 2.228 -4.118 -1.047
S 1.770 -5.630 -0.702
O 1.072 -5.573 0.544
O 0.998 -6.301 -1.696
C 3.415 -6.633 -0.203
F 3.838 -6.306 1.022
F 3.066 -8.004 -0.220
F 4.515 -6.274 -0.990
C 0.761 1.626 1.394
F 0.563 2.458 2.441
F -0.325 1.917 0.540
F 1.901 1.800 0.801
S 0.740 -0.148 2.101
O 2.190 -0.471 2.369
O -0.090 -0.153 3.290
N 0.384 -1.268 0.795
S -1.139 -1.417 1.019
O -1.545 -2.417 1.996
O -1.870 -0.143 1.056
C -1.834 -2.202 -0.569
F -1.076 -3.203 -0.804
F -3.067 -2.611 -0.287
F -1.896 -1.271 -1.526
C -4.861 3.438 -3.202
C -4.120 2.684 -4.382
C -2.762 2.029 -3.877
O -1.826 3.078 -3.478
C -0.487 2.711 -3.243
N -5.009 1.690 -5.019
H -5.631 4.152 -3.496
H -4.221 4.046 -2.563
H -5.359 2.700 -2.574
H -3.848 3.434 -5.126
H -2.315 1.276 -4.526
H -2.942 1.409 -2.999
H -0.042 2.146 -4.062
H -0.601 1.976 -2.446
H 0.145 3.512 -2.861
H -4.759 0.751 -4.742
H -5.902 1.724 -4.550
C 6.340 0.025 3.428
C 6.200 1.127 2.337
C 7.336 1.086 1.248
O 7.162 2.226 0.461
C 8.059 2.291 -0.652
N 4.848 0.936 1.838
H 5.420 -0.090 4.002
H 7.124 -0.049 4.181
H 6.543 -0.868 2.837
H 6.426 2.011 2.933
H 7.274 0.131 0.725
H 8.310 1.200 1.723
H 7.832 1.786 -1.591
H 9.097 2.254 -0.319
H 7.875 3.325 -0.945
H 4.830 1.772 1.270
H 4.243 1.207 2.599
C -8.681 -5.897 -6.717
O -7.688 -6.268 -5.664
C -8.169 -6.091 -4.320
C -7.072 -6.346 -3.250
N -6.282 -5.189 -2.985
C -5.543 -5.107 -1.732
C -4.514 -6.300 -1.475
O -3.563 -6.328 -2.530
C -2.463 -7.268 -2.350
H -9.600 -6.463 -6.567
H -8.237 -5.919 -7.712
H -8.896 -4.829 -6.755
H -9.074 -6.660 -4.104
H -8.549 -5.070 -4.371
H -6.446 -7.237 -3.286
H -7.626 -6.685 -2.375
H -5.629 -5.107 -3.752
H -6.309 -4.910 -0.982
H -4.962 -4.185 -1.748
H -5.088 -7.218 -1.349
H -4.154 -6.189 -0.452
H -2.057 -7.275 -3.362
H -2.805 -8.238 -1.989
H -1.706 -6.917 -1.649
C 1.293 -0.107 -2.421
O 2.265 -0.862 -1.752
C 3.536 -0.209 -1.702
C 4.625 -0.903 -0.828
N 3.981 -1.491 0.347
C 4.663 -2.733 0.860
C 3.924 -3.276 2.061
O 2.596 -3.468 1.665
C 1.640 -3.847 2.607
H 1.093 0.869 -1.980
H 0.398 -0.697 -2.617
H 1.680 0.132 -3.412
H 3.308 0.773 -1.289
H 3.819 -0.143 -2.753
H 5.439 -0.214 -0.603
H 5.128 -1.689 -1.391
H 4.190 -0.819 1.072
H 5.703 -2.478 1.064
H 4.700 -3.531 0.119
H 3.860 -2.639 2.943
H 4.499 -4.171 2.297
H 1.565 -3.170 3.458
H 2.007 -4.821 2.931
H 0.618 -3.966 2.245
C -5.806 11.528 -1.669
O -4.913 11.207 -0.617
C -4.584 9.842 -0.606
C -3.751 9.467 0.675
N -3.767 7.976 0.850
C -2.603 7.240 0.337
C -2.741 5.672 0.364
O -2.590 5.144 1.699
C -2.587 3.687 1.808
H -6.842 11.408 -1.352
H -5.625 11.036 -2.625
H -5.739 12.571 -1.979
H -4.050 9.652 -1.537
H -5.490 9.237 -0.649
H -4.213 9.956 1.533
H -2.753 9.904 0.717
H -4.031 7.611 1.754
H -1.794 7.603 0.971
H -2.404 7.421 -0.720
H -1.914 5.291 -0.236
H -3.582 5.224 -0.164
H -2.287 3.310 2.786
H -1.874 3.465 1.014
H -3.553 3.233 1.586
C 0.963 -2.028 7.531
O 2.221 -2.209 6.842
C 2.538 -1.280 5.748
C 3.087 0.060 6.361
N 3.392 0.931 5.258
C 3.216 2.346 5.536
C 3.818 3.265 4.416
O 3.108 3.256 3.208
C 3.647 4.212 2.217
H 0.728 -2.829 8.232
H 0.145 -2.050 6.811
H 0.961 -1.031 7.971
H 1.712 -1.062 5.071
H 3.147 -1.848 5.046
H 3.957 -0.134 6.988
H 2.216 0.411 6.913
H 2.849 0.726 4.432
H 3.542 2.621 6.539
H 2.142 2.509 5.449
H 4.831 2.902 4.244
H 3.837 4.280 4.814
H 2.915 4.144 1.412
H 4.598 3.932 1.763
H 3.669 5.260 2.516
```

Here are the Mulliken charges for atoms 1 to 2, given in e: atom 1 (Pt): 3.43, atom 2 (C): 0.62

Computed, not measured: C5H10OS2 as an isolated structure, with ωB97M-V with the def2-TZVPD basis set.

Output
Lowest unoccupied orbital energy = 0.71 eV
Max |F| = 6.92 eV/Å
Relative energy (zero: lowest compared OMol25 entry of this formula, charge and spin) = 90.5 kcal per mole

Geometry as XYZ:
```
18
C5H10OS2 | the Open Molecules 2025 dataset | ωB97M-V with the def2-TZVPD basis set
C -0.060 0.052 -2.777
C 0.080 -0.442 -0.058
C 0.701 -1.332 1.102
C 1.248 0.468 0.291
C -1.527 0.843 1.697
H 0.883 0.488 -2.556
H -0.984 0.612 -2.495
H -0.178 -0.242 -3.683
H -0.032 -1.401 1.941
H 1.109 -2.274 0.647
H 1.805 0.523 -0.870
H 0.967 1.452 0.735
H -0.681 0.129 2.285
H -2.496 0.648 2.388
H -1.406 2.022 1.668
O 1.879 -0.425 1.284
S 0.292 -1.392 -1.586
S -1.599 0.270 -0.014
```

Here are the natural (NBO) charges for atoms 1 to 2, given in e: atom 1 (C): -0.67, atom 2 (C): -0.36

Computed, not measured: a 2-piece molecular cluster, C6H13O2 overall, with ωB97M-V with the def2-TZVPD basis set.

Output
Charge = -1
Lowest unoccupied orbital energy = 3.47 eV
Max |F| = 1.84 eV/Å
Relative energy (zero: lowest compared OMol25 entry of this formula, charge and spin) = 25.6 kcal per mole

Geometry as XYZ:
```
21
C6H13O2 | the Open Molecules 2025 dataset | ωB97M-V with the def2-TZVPD basis set
C 0.053 1.347 -0.108
C -0.718 2.256 0.833
C 1.099 2.057 -0.968
H 0.492 0.506 0.476
H -0.603 0.737 -0.748
H -1.349 2.950 0.229
H -0.029 2.929 1.347
H 0.707 2.158 -1.992
H 1.379 3.074 -0.660
H -1.327 1.703 1.552
H 2.019 1.491 -1.075
C 0.004 -2.293 -0.373
C 0.691 -1.786 0.910
C -1.542 -2.322 -0.315
O -2.037 -2.946 0.656
O -2.154 -1.894 -1.319
H 0.250 -1.639 -1.223
H 0.329 -3.305 -0.621
H 0.623 -0.690 1.021
H 1.708 -1.985 0.578
H 0.405 -2.347 1.801
```

Here are the natural (NBO) charges for atoms 1 to 2, given in e: atom 1 (C): -0.42, atom 2 (C): -0.60

Computed, not measured: one molecule with the formula C4H7N3O, with ωB97M-V with the def2-TZVPD basis set.

Output
Lowest unoccupied orbital energy = 0.37 eV
Max |F| = 1.73 eV/Å
Relative energy (zero: lowest compared OMol25 entry of this formula, charge and spin) = 90.3 kcal per mole
Structure (SMILES) = C=C=NC(=O)N(C)N

Geometry as XYZ:
```
15
C4H7N3O | the Open Molecules 2025 dataset | ωB97M-V with the def2-TZVPD basis set
C -0.483 1.333 -2.155
C -0.154 1.492 -0.902
N 0.141 1.993 0.200
C 0.007 1.002 1.126
O -0.278 1.066 2.298
N 0.195 -0.282 0.403
C -0.692 -1.373 0.799
N 1.568 -0.613 0.200
H -0.255 0.417 -2.680
H -0.925 2.160 -2.696
H -0.505 -2.247 0.172
H -1.725 -1.043 0.670
H -0.530 -1.642 1.846
H 1.634 -1.443 -0.382
H 2.001 -0.819 1.101
```

Here are the natural (NBO) charges for atoms 1 to 2, given in e: atom 1 (C): -0.68, atom 2 (C): 0.58

Computed, not measured: C51H43GeN4O5PReS as an isolated structure, with ωB97M-V with the def2-TZVPD basis set.

Output
Charge = +3
Lowest unoccupied orbital energy = -10.48 eV
Max |F| = 0.50 eV/Å
Relative energy (zero: lowest compared OMol25 entry of this formula, charge and spin) = 0.3 kcal per mole

Geometry as XYZ:
```
107
C51H43GeN4O5PReS | the Open Molecules 2025 dataset | ωB97M-V with the def2-TZVPD basis set
Re -1.115 0.766 1.266
O -3.309 0.847 2.148
S -2.817 0.304 3.435
O -3.142 0.989 4.623
O -1.239 0.345 3.148
C -3.125 -1.402 3.492
C -3.762 -1.898 4.618
C -4.033 -3.259 4.683
C -3.655 -4.087 3.640
C -3.000 -3.573 2.523
C -2.726 -2.216 2.426
P -1.876 -1.666 0.897
C -0.542 -2.853 0.711
C -0.533 -3.876 -0.237
C 0.473 -4.833 -0.192
C 1.442 -4.788 0.801
C 1.419 -3.781 1.760
C 0.433 -2.813 1.710
C -3.106 -1.815 -0.402
C -2.722 -2.030 -1.728
C -3.693 -2.142 -2.711
C -5.038 -2.025 -2.383
C -5.420 -1.791 -1.068
C -4.460 -1.688 -0.076
H -4.039 -1.232 5.425
H -4.532 -3.665 5.552
H -3.860 -5.148 3.691
H -2.698 -4.246 1.730
H -1.302 -3.954 -0.991
H 0.483 -5.627 -0.926
H 2.211 -5.548 0.836
H 2.162 -3.748 2.545
H 0.415 -2.043 2.475
H -1.681 -2.118 -2.015
H -3.392 -2.336 -3.733
H -5.792 -2.129 -3.152
H -6.468 -1.707 -0.814
H -4.770 -1.526 0.949
O 1.722 0.672 -6.439
C 0.486 -0.002 -6.404
N -0.237 0.540 -5.272
C -0.619 -0.186 -4.210
O -0.439 -1.377 -4.043
C -1.374 0.556 -3.132
C -2.610 1.135 -3.368
C -3.394 1.524 -2.287
C -2.901 1.352 -1.019
N -1.662 0.852 -0.785
C -0.922 0.437 -1.829
H 2.115 0.587 -7.316
H 0.595 -1.074 -6.233
H -0.086 0.163 -7.319
H -0.371 1.540 -5.263
H -2.986 1.233 -4.380
H -4.383 1.937 -2.425
H -3.488 1.624 -0.151
H 0.037 -0.023 -1.614
N -1.794 4.865 1.652
C -2.037 3.583 1.840
N -1.199 2.820 1.114
C -0.392 3.709 0.377
C 0.596 3.478 -0.571
C 1.214 4.590 -1.107
C 0.856 5.892 -0.728
C -0.144 6.129 0.195
C -0.757 5.004 0.726
H -2.282 5.614 2.123
H -2.796 3.209 2.509
H 0.877 2.480 -0.879
H 2.000 4.458 -1.839
H 1.371 6.731 -1.176
H -0.429 7.132 0.481
C 0.579 0.569 1.070
Ge 2.632 0.368 0.783
C 3.131 2.212 1.056
C 4.109 2.818 0.267
C 4.473 4.139 0.495
C 3.865 4.863 1.510
C 2.903 4.263 2.314
C 2.542 2.944 2.088
C 2.629 -0.270 -1.034
C 2.774 0.618 -2.103
C 2.773 0.148 -3.409
C 2.621 -1.212 -3.649
C 2.452 -2.100 -2.596
C 2.454 -1.632 -1.291
C 3.241 -0.869 2.119
C 2.759 -0.843 3.427
C 3.310 -1.673 4.392
C 4.362 -2.521 4.059
C 4.856 -2.543 2.762
C 4.293 -1.724 1.791
H 4.611 2.263 -0.518
H 5.243 4.598 -0.111
H 4.157 5.889 1.692
H 2.454 4.818 3.128
H 1.807 2.482 2.743
H 2.923 1.676 -1.921
H 2.904 0.826 -4.242
H 2.637 -1.578 -4.666
H 2.327 -3.157 -2.792
H 2.345 -2.335 -0.471
H 1.959 -0.165 3.713
H 2.938 -1.648 5.407
H 4.803 -3.156 4.816
H 5.684 -3.191 2.507
H 4.690 -1.751 0.782
```

Here are the Mulliken charges for atoms 1 to 2, given in e: atom 1 (Re): 1.04, atom 2 (O): -0.61

Computed, not measured: a 2-piece molecular cluster, CH3ClS2 overall, with ωB97M-V with the def2-TZVPD basis set.

Output
Lowest unoccupied orbital energy = -0.23 eV
Max |F| = 4.91 eV/Å
Relative energy (zero: lowest compared OMol25 entry of this formula, charge and spin) = 74.7 kcal per mole

Geometry as XYZ:
```
7
CH3ClS2 | the Open Molecules 2025 dataset | ωB97M-V with the def2-TZVPD basis set
C 0.254 0.010 0.401
S -0.562 -1.451 -0.097
S -0.249 1.547 -0.250
Cl 2.041 -0.165 0.201
H 0.189 0.197 2.128
H -0.355 -1.100 -1.428
H -1.317 0.961 -0.954
```

Here are the natural (NBO) charges for atoms 1 to 2, given in e: atom 1 (C): -0.59, atom 2 (S): 0.08

Computed, not measured: a 2-piece molecular cluster, C9H14ClI2O3 overall, with ωB97M-V with the def2-TZVPD basis set.

Output
Charge = -1
Lowest unoccupied orbital energy = 1.89 eV
Max |F| = 0.52 eV/Å

Geometry as XYZ:
```
29
C9H14ClI2O3 | the Open Molecules 2025 dataset | ωB97M-V with the def2-TZVPD basis set
C 3.035 2.329 0.654
C 2.842 1.133 -0.272
I 2.896 1.816 -2.325
C 1.698 0.139 0.009
I 2.167 -0.729 1.914
C 0.220 0.553 -0.092
Cl -0.790 -0.824 0.444
C -0.236 1.840 0.625
C -0.274 2.883 -0.489
C -0.496 2.045 -1.720
O -0.915 2.368 -2.788
O -0.082 0.772 -1.471
H 3.967 2.837 0.398
H 2.235 3.063 0.573
H 3.107 1.983 1.689
H 3.747 0.527 -0.242
H 1.819 -0.690 -0.692
H 0.364 2.092 1.500
H -1.255 1.648 0.968
H 0.693 3.373 -0.640
H -1.049 3.641 -0.381
C -3.278 -4.733 -0.015
C -2.648 -3.467 0.612
O -2.696 -3.416 1.947
H -4.331 -4.802 0.272
H -3.213 -4.727 -1.114
H -2.763 -5.623 0.361
H -3.160 -2.600 0.094
H -1.602 -3.429 0.182
```

Here are the natural (NBO) charges for atoms 1 to 2, given in e: atom 1 (C): -0.66, atom 2 (C): -0.31